{
  "formula": "C4H21N3O6",
  "method": "wB97M-V/def2-TZVPD",
  "elements": ["C", "C", "N", "C", "N", "C", "N", "O", "H", "H", "H", "H", "H", "H", "H", "H", "H", "H", "H", "O", "H", "H", "O", "H", "H", "O", "H", "H", "O", "H", "H", "O", "H", "H"],
  "coordinates": [[-0.791, 3.125, 1.080], [-0.386, 1.748, 0.603], [-0.943, 1.513, -0.795], [-0.945, 0.697, 1.523], [-0.375, -0.663, 1.256], [0.715, -1.194, 1.884], [1.124, -2.340, 1.196], [1.462, -0.636, 2.669], [-1.162, 3.751, 0.271], [-1.584, 3.105, 1.861], [-0.008, 3.799, 1.460], [0.684, 1.570, 0.515], [-1.807, 2.017, -0.983], [-0.258, 1.968, -1.391], [-2.031, 0.541, 1.513], [-0.739, 0.839, 2.587], [-0.995, -1.242, 0.715], [1.668, -3.044, 1.675], [0.406, -2.849, 0.670], [-1.867, -0.905, -1.553], [-0.988, -0.488, -1.439], [-2.326, -0.216, -1.061], [-0.209, -3.429, -1.377], [-1.015, -2.904, -1.488], [-0.310, -4.086, -2.069], [-1.623, 0.637, -3.637], [-1.870, 0.023, -4.343], [-1.712, 0.210, -2.746], [3.261, -1.938, -1.735], [2.671, -1.189, -1.947], [2.985, -1.875, -0.801], [2.958, 1.509, 1.844], [2.244, 0.864, 1.877], [3.766, 1.083, 2.164]],
  "smiles": "C[C@H](N)CNC(N)=O.O.O.O.O.O",
  "e_homo_ev": -10.2,
  "gap_ev": 10.46,
  "energy_ha": -780.7181,
  "de_lowest_ev": 1.7549
}

{
  "formula": "C5H11O3",
  "method": "wB97M-V/def2-TZVPD",
  "elements": ["H", "C", "C", "C", "O", "C", "O", "C", "H", "H", "H", "H", "H", "H", "H", "H", "H", "O", "H"],
  "coordinates": [[1.089, -0.882, 2.364], [1.332, -0.461, 1.403], [0.055, 0.006, 0.694], [-0.883, -1.154, 0.394], [0.653, 0.497, -0.595], [-0.138, 1.235, -1.453], [-1.324, 1.528, -1.285], [0.712, 1.592, -2.670], [1.995, 0.380, 1.598], [1.752, -1.231, 0.734], [-0.508, 0.873, 1.088], [-1.374, -1.521, 1.519], [-1.767, -0.919, -0.219], [-0.280, -1.978, -0.013], [1.786, 1.224, -2.555], [0.239, 1.171, -3.569], [0.670, 2.671, -2.881], [-1.830, -1.205, 2.368], [-2.180, -1.825, 3.078]],
  "s_squared": 0.7546,
  "multiplicity": 2,
  "e_homo_ev": [-9.5, -10.4],
  "gap_ev": [10.34, 9.26],
  "energy_ha": -422.7167,
  "de_lowest_ev": 1.5187
}

{
  "formula": "C6H14N3",
  "method": "wB97M-V/def2-TZVPD",
  "elements": ["C", "C", "N", "N", "C", "N", "C", "C", "C", "H", "H", "H", "H", "H", "H", "H", "H", "H", "H", "H", "H", "H", "H"],
  "coordinates": [[0.396, 1.334, -2.424], [0.747, 0.287, -1.724], [0.105, 0.133, -0.388], [-0.633, -1.138, -0.423], [-1.929, -1.008, -0.346], [-2.801, -1.983, -0.399], [1.136, 0.047, 0.731], [0.373, -0.580, 1.944], [1.638, 1.425, 1.064], [0.901, 1.365, -3.347], [-0.461, 2.131, -2.298], [1.564, -0.324, -2.121], [-0.476, 0.889, -0.274], [-2.427, -0.179, -0.050], [-3.828, -1.831, -0.385], [-2.440, -2.962, -0.483], [2.054, -0.650, 0.539], [-0.494, -0.085, 2.227], [0.287, -1.687, 1.632], [0.960, -0.418, 2.882], [2.741, 1.610, 0.761], [1.691, 1.492, 2.208], [0.897, 2.132, 0.678]],
  "smiles": "C=C[N@@H+](/N=C/N)C(C)C",
  "e_homo_ev": -13.6,
  "charge": 1,
  "gap_ev": 11.00,
  "energy_ha": -400.9292,
  "de_lowest_ev": 3.2953
}

{
  "formula": "C5H14",
  "method": "wB97M-V/def2-TZVPD",
  "elements": ["C", "C", "C", "H", "H", "H", "H", "H", "H", "H", "H", "C", "C", "H", "H", "H", "H", "H", "H"],
  "coordinates": [[1.082, 0.634, 1.648], [-0.332, 1.212, 1.451], [-0.485, 2.484, 0.624], [1.244, -0.354, 1.829], [1.628, 1.148, 2.446], [1.699, 0.825, 0.752], [-1.039, 0.457, 1.036], [-0.796, 1.480, 2.410], [-0.521, 2.012, -0.382], [-1.372, 3.132, 0.826], [0.245, 3.253, 0.732], [-0.219, -2.807, -1.351], [-0.072, -1.417, -2.026], [0.489, -2.927, -0.555], [-1.171, -2.629, -0.773], [-0.232, -3.439, -2.172], [0.627, -1.365, -2.821], [-1.005, -1.004, -2.407], [0.232, -0.695, -1.267]],
  "smiles": "CCC.CC",
  "e_homo_ev": -10.9,
  "gap_ev": 12.02,
  "energy_ha": -198.8463,
  "de_lowest_ev": 1.1665
}

{
  "formula": "C3H6O2S",
  "method": "wB97M-V/def2-TZVPD",
  "elements": ["O", "C", "C", "S", "C", "O", "H", "H", "H", "H", "H", "H"],
  "coordinates": [[-2.076, -0.801, -0.022], [-0.783, -0.350, -0.363], [0.348, -0.542, 0.570], [2.056, -0.711, -0.038], [-0.096, 0.810, 0.371], [0.667, 1.761, -0.240], [-2.569, -0.050, -0.436], [-0.678, -0.350, -1.507], [0.247, -1.089, 1.539], [1.842, -1.472, -1.128], [-0.583, 1.224, 1.290], [1.625, 1.570, -0.036]],
  "smiles": "O[C@@H]1C(S)[C@H]1O",
  "e_homo_ev": -9.2,
  "gap_ev": 9.94,
  "energy_ha": -666.4964,
  "de_lowest_ev": 2.6573
}

{
  "formula": "CH4ClNOP2",
  "method": "wB97M-V/def2-TZVPD",
  "elements": ["C", "N", "O", "P", "P", "Cl", "H", "H", "H", "H"],
  "coordinates": [[-0.068, 1.855, 0.272], [-0.231, 0.502, -0.367], [-1.404, 0.203, -0.578], [0.675, -1.188, 0.212], [0.582, -3.119, -0.582], [-1.207, -3.733, 0.052], [0.878, 1.908, 0.815], [-0.877, 1.922, 1.069], [-0.228, 2.606, -0.382], [1.882, -0.955, -0.511]],
  "smiles": "C[N+]([O-])=[PH]=PCl",
  "e_homo_ev": [-8.0, -8.1],
  "gap_ev": [6.15, 7.75],
  "energy_ha": -1313.2570,
  "de_lowest_ev": 1.2442
}

{
  "formula": "C3H8O2",
  "method": "wB97M-V/def2-TZVPD",
  "elements": ["C", "O", "H", "H", "C", "C", "O", "H", "H", "H", "H", "H", "H"],
  "coordinates": [[-0.773, 5.296, -2.334], [-0.119, 4.316, -2.551], [-0.377, 6.303, -2.163], [-1.868, 5.156, -2.276], [0.900, -1.647, 1.381], [-0.016, -2.529, 0.419], [-0.958, -3.289, 1.191], [0.756, -0.573, 1.425], [1.921, -1.934, 1.122], [0.728, -2.180, 2.312], [-0.562, -1.885, -0.263], [0.748, -3.184, -0.006], [-0.382, -3.851, 1.744]],
  "smiles": "C=O.CCO",
  "e_homo_ev": -10.1,
  "gap_ev": 11.04,
  "energy_ha": -269.5145,
  "de_lowest_ev": 2.1872
}

{
  "formula": "C57H52CdN4S5",
  "method": "wB97M-V/def2-TZVPD",
  "elements": ["Cd", "S", "C", "S", "S", "S", "C", "C", "C", "C", "C", "C", "N", "C", "C", "C", "C", "C", "C", "C", "C", "N", "C", "C", "C", "C", "C", "S", "C", "H", "H", "H", "H", "H", "H", "H", "H", "H", "H", "H", "H", "C", "C", "C", "C", "C", "C", "C", "C", "C", "C", "C", "C", "N", "C", "C", "N", "C", "C", "C", "C", "C", "C", "C", "C", "C", "C", "C", "C", "C", "C", "C", "C", "C", "C", "C", "C", "C", "C", "H", "H", "H", "H", "H", "H", "H", "H", "H", "H", "H", "H", "H", "H", "H", "H", "H", "H", "H", "H", "H", "H", "H", "H", "H", "H", "H", "H", "H", "H", "H", "H", "H", "H", "H", "H", "H", "H", "H", "H"],
  "coordinates": [[1.362, -1.097, 0.945], [5.302, -2.897, 2.776], [3.937, -2.126, 2.174], [3.935, -1.323, 0.632], [2.433, -2.114, 3.060], [3.504, -6.541, 2.134], [4.287, -8.055, 2.144], [4.358, -8.593, 0.893], [3.737, -7.767, -0.083], [3.202, -6.620, 0.440], [2.504, -5.526, -0.264], [1.892, -4.476, 0.455], [1.337, -3.440, -0.112], [1.321, -3.329, -1.462], [1.798, -4.377, -2.269], [1.652, -4.277, -3.676], [1.082, -3.152, -4.187], [0.647, -2.026, -3.434], [0.118, -0.951, -4.365], [-0.962, 1.148, -3.033], [-0.189, -0.001, -1.423], [0.538, -1.136, -1.112], [0.792, -2.078, -2.027], [-1.747, 2.374, -3.405], [-1.640, 3.645, -2.934], [-2.604, 4.543, -3.484], [-3.436, 3.938, -4.372], [-3.049, 2.275, -4.547], [2.420, -5.466, -1.630], [4.681, -8.455, 3.068], [4.839, -9.538, 0.670], [3.683, -8.020, -1.137], [1.868, -4.490, 1.543], [1.994, -5.080, -4.321], [0.964, -3.096, -5.266], [0.731, -0.962, -5.258], [0.095, 2.117, -1.382], [-0.918, 3.934, -2.177], [-2.681, 5.587, -3.205], [-4.259, 4.370, -4.927], [2.853, -6.247, -2.250], [2.427, 3.896, 1.851], [2.519, 2.366, 1.938], [3.990, 1.941, 1.896], [1.810, 1.817, 3.170], [2.354, 2.073, 4.423], [1.764, 1.579, 5.574], [0.619, 0.806, 5.467], [0.033, 0.520, 4.236], [-1.269, -0.289, 4.271], [-1.359, -1.519, 3.358], [-2.503, 0.596, 4.059], [0.631, 1.045, 3.074], [0.075, 0.754, 1.804], [-0.869, 1.571, 1.334], [-1.591, 1.418, 0.145], [-1.371, 0.280, -0.658], [-1.577, 0.074, -2.068], [-2.464, -1.003, -2.563], [-2.389, -1.338, -3.854], [-1.369, -0.783, -4.760], [-0.557, 0.393, -4.279], [0.271, 1.314, -2.108], [1.661, 1.544, -2.722], [1.926, 3.051, -2.802], [2.795, 0.876, -1.943], [-3.371, -1.790, -1.632], [-4.278, -0.931, -0.747], [-2.548, -2.769, -0.780], [-2.632, 2.407, 0.057], [-3.693, 2.675, -0.782], [-4.549, 3.776, -0.501], [-4.401, 4.594, 0.589], [-3.342, 4.316, 1.508], [-3.070, 4.991, 2.727], [-2.056, 4.556, 3.543], [-1.240, 3.438, 3.217], [-1.458, 2.788, 2.028], [-2.509, 3.248, 1.209], [2.911, 4.252, 0.934], [2.938, 4.358, 2.705], [1.393, 4.242, 1.844], [2.024, 1.954, 1.060], [4.553, 2.394, 2.721], [4.449, 2.268, 0.956], [4.094, 0.857, 1.965], [3.268, 2.657, 4.498], [2.212, 1.764, 6.544], [0.168, 0.396, 6.366], [-1.325, -0.665, 5.294], [-1.438, -1.231, 2.309], [-2.255, -2.096, 3.617], [-0.492, -2.169, 3.479], [-2.568, 0.936, 3.025], [-2.479, 1.477, 4.707], [-3.413, 0.026, 4.283], [-3.040, -2.115, -4.249], [-1.592, -0.844, -5.819], [-0.232, 1.066, -5.064], [1.678, 1.154, -3.743], [1.995, 3.472, -1.791], [1.126, 3.574, -3.335], [2.871, 3.252, -3.316], [2.766, 1.155, -0.885], [3.762, 1.200, -2.343], [2.755, -0.210, -1.998], [-4.017, -2.384, -2.286], [-3.700, -0.388, 0.002], [-4.996, -1.573, -0.225], [-4.841, -0.205, -1.341], [-1.865, -2.224, -0.126], [-1.948, -3.428, -1.416], [-3.211, -3.387, -0.160], [-3.882, 2.071, -1.663], [-5.359, 3.977, -1.195], [-5.079, 5.423, 0.764], [-3.677, 5.843, 3.018], [-1.871, 5.072, 4.479], [-0.477, 3.121, 3.916]],
  "e_homo_ev": -1.5,
  "charge": -2,
  "gap_ev": 5.15,
  "energy_ha": -4581.0532,
  "de_lowest_ev": 3.2943
}